# 1
ORCA calculation (ωB97M-V/def2-TZVPD) on a 2-piece molecular cluster, C3H8NO4PS overall in a non-equilibrium geometry.

- HOMO energy (eV) = 0.4
- electronic energy (Ha) = -1214.32089
- orbital gap (Ha) = 0.18830
- LUMO energy (eV) = 5.56
- max |F| (eV/Å) = 5.001
- molar mass (g/mol) = 185.14

Geometry as ORCA input:
```
! RIJCOSX wB97M-V def2-TZVPD def2/J DEFGRID3
* xyz -2 1
S -2.47 1.00 0.41
P 2.34 -1.03 0.57
O 1.21 -1.80 1.21
O -2.23 1.07 1.92
O 3.63 -0.69 1.25
O 3.05 -1.81 -0.76
N 2.01 1.40 -0.61
C -1.00 1.50 -0.51
C 1.45 0.42 0.04
C -2.48 -0.80 0.01
H 0.44 0.46 0.40
H -1.18 1.22 -1.54
H -2.68 -1.20 -1.03
H -1.42 -1.14 0.36
H -1.11 2.61 -0.33
H 1.28 2.19 -0.79
H 2.44 -2.23 -1.25
H -3.29 -1.17 0.64
*
```

---

# 2
ORCA calculation (ωB97M-V/def2-TZVPD) on an isolated ion of composition C3H8NOS and charge +1 in a non-equilibrium geometry.

- HOMO energy (eV) = -13.7
- structure (SMILES) = [NH3+][C@H](C=O)CS
- electronic energy (Ha) = -646.96271
- orbital gap (Ha) = 0.36076
- LUMO energy (eV) = -3.91
- max |F| (eV/Å) = 4.211
- molar mass (g/mol) = 106.17

Geometry as ORCA input:
```
! RIJCOSX wB97M-V def2-TZVPD def2/J DEFGRID3
* xyz 1 1
S 1.32 0.85 1.39
O -1.53 -1.14 1.41
N -1.33 0.40 -0.67
C -0.13 -0.44 -0.46
C 1.12 0.48 -0.47
C -0.41 -1.12 0.92
H 2.57 0.36 1.56
H 2.06 0.01 -0.67
H -1.38 0.73 -1.62
H -1.37 1.36 -0.22
H 0.77 1.56 -0.99
H 0.32 -1.80 1.23
H -2.12 -0.14 -0.17
H 0.10 -1.10 -1.24
*
```

---

# 3
ORCA calculation (ωB97M-V/def2-TZVPD) on a 2-piece molecular cluster, C3H8NOS overall in a non-equilibrium geometry.

- HOMO energy (eV) = -13.6
- electronic energy (Ha) = -646.99067
- orbital gap (Ha) = 0.35278
- LUMO energy (eV) = -4.05
- max |F| (eV/Å) = 4.745
- molar mass (g/mol) = 106.17

Geometry as ORCA input:
```
! RIJCOSX wB97M-V def2-TZVPD def2/J DEFGRID3
* xyz 1 1
S 3.42 0.44 0.77
O -0.51 -1.02 -1.44
N -0.01 0.48 0.05
C 0.37 -0.33 -0.88
C -1.43 0.40 0.26
C -1.81 -0.59 -0.89
H -1.62 0.23 1.28
H 2.25 -0.20 1.14
H 1.51 -0.54 -1.09
H -2.31 -0.12 -1.67
H 3.85 0.42 2.04
H -2.33 -1.46 -0.43
H -1.97 1.44 0.12
H 0.58 0.86 0.75
*
```

---

# 4
ORCA calculation (ωB97M-V/def2-TZVPD) on a 2-piece molecular cluster, C3H8NP overall in a non-equilibrium geometry.

- HOMO energy (alpha / beta) (eV) = -6.9 / -8.2
- electronic energy (Ha) = -515.00171
- orbital gap (alpha / beta) (Ha) = 0.26676 / 0.32854
- LUMO energy (alpha / beta) (eV) = 0.34 / 0.76
- max |F| (eV/Å) = 3.884
- molar mass (g/mol) = 89.08

Geometry as ORCA input:
```
! RIJCOSX wB97M-V def2-TZVPD def2/J DEFGRID3
* xyz 0 1
P 1.50 -0.48 0.94
N 1.48 0.00 -0.73
C -0.41 1.65 -0.25
C -1.16 -1.60 0.34
C 0.46 0.58 -0.09
H -0.62 -2.11 -0.51
H -1.19 1.25 -1.04
H 1.32 -0.69 -1.43
H -1.35 -2.12 1.25
H -2.05 -1.09 0.08
H 2.73 0.18 1.33
H -0.78 1.82 0.76
H 0.06 2.62 -0.65
*
```